13
Properties=species:S:1:pos:R:3:mulliken_charge:R:1 method="wB97M-V/def2-TZVPD" mol_weight_da=85.11 homo_lumo_gap_ev=10.360 charge=0 max_force_ev_per_a=0.999 lumo_energy_ev=0.76
O 1.266 -0.451 1.475 -0.55
C 0.405 -0.135 0.441 0.32
C -0.591 -0.995 -0.375 -0.40
N -0.888 0.416 -0.836 -0.47
C -0.802 0.788 0.618 -0.40
C 0.628 0.602 -0.883 -0.34
H 1.887 -1.130 1.188 0.32
H -0.345 -1.526 -1.287 0.26
H -1.344 -1.519 0.228 0.25
H -0.633 1.852 0.804 0.26
H -1.660 0.398 1.174 0.25
H 1.124 0.053 -1.694 0.25
H 0.952 1.647 -0.853 0.25


13
Properties=species:S:1:pos:R:3:mulliken_charge:R:1 method="wB97M-V/def2-TZVPD" mol_weight_da=85.11 homo_lumo_gap_ev="7.485 / 7.325" charge=0 max_force_ev_per_a=1.176 lumo_energy_ev="0.25 / 0.20"
C 0.170 0.035 0.874 0.09
C -1.417 1.397 -0.274 -0.58
C 1.081 -1.146 0.935 -1.27
N -0.444 0.478 -0.234 0.02
C -0.018 -0.022 -1.489 -0.02
O -0.564 0.200 -2.524 -0.45
H -0.179 0.463 1.797 0.34
H 0.891 -0.633 -1.408 0.36
H -1.726 1.769 -1.228 0.28
H -1.762 1.840 0.635 0.26
H 0.680 -2.016 0.409 0.35
H 2.077 -0.941 0.530 0.32
H 1.210 -1.424 1.976 0.31


13
Properties=species:S:1:pos:R:3:mulliken_charge:R:1 method="wB97M-V/def2-TZVPD" mol_weight_da=85.11 homo_lumo_gap_ev=9.511 charge=0 max_force_ev_per_a=3.903 lumo_energy_ev=0.70
C -1.212 1.034 0.646 -0.72
O -0.135 1.172 -0.194 -0.33
C 0.444 -0.008 -0.762 0.37
C 1.620 -0.527 0.048 -1.19
C -0.557 -1.112 -0.843 0.19
N -1.537 -1.359 -0.239 -0.49
H -0.942 0.542 1.585 0.32
H -2.387 -0.057 -0.015 0.32
H -1.762 1.964 0.804 0.27
H 0.755 0.316 -1.748 0.27
H 2.345 0.280 0.167 0.33
H 1.298 -0.871 1.035 0.30
H 2.070 -1.373 -0.484 0.37


13
Properties=species:S:1:pos:R:3:mulliken_charge:R:1 method="wB97M-V/def2-TZVPD" mol_weight_da=85.11 homo_lumo_gap_ev=10.167 charge=0 max_force_ev_per_a=2.086 lumo_energy_ev=0.94
C 0.549 -0.731 0.392 -0.54
C -0.882 -1.018 -0.090 -0.39
O -1.691 0.159 -0.067 -0.35
C -1.020 1.329 -0.194 0.12
N 0.215 1.559 -0.381 -0.50
C 1.211 0.508 -0.237 -0.49
H 0.467 -0.462 1.452 0.27
H 1.138 -1.647 0.311 0.37
H -0.912 -1.446 -1.100 0.30
H -1.387 -1.720 0.588 0.27
H -1.734 2.152 -0.077 0.38
H 2.068 0.859 0.417 0.23
H 1.978 0.458 -1.013 0.33


Energy relative to the best compared isomer or geometry (same formula, charge and spin), record by record: 3.626 3.425 4.912 1.773 eV